(1)
C14H10F5InN as an isolated structure at a distorted geometry, computed with the ωB97M-V functional and the def2-TZVPD basis.

```
31
Properties=species:S:1:pos:R:3:nbo_charge:R:1
C 0.946 -1.413 -1.937 -0.280
C -0.436 -1.367 -2.282 -0.316
C -1.181 -1.997 -1.250 -0.341
C -0.255 -2.399 -0.215 -0.462
C 1.075 -2.056 -0.676 -0.329
In -0.492 -0.078 0.467 1.429
C -1.238 1.592 -0.825 -0.857
C 0.207 1.967 -1.114 0.194
C 0.594 2.662 -2.262 -0.700
N 1.074 1.470 -0.249 -0.947
H -2.257 -2.195 -1.240 0.216
H -0.848 -0.929 -3.192 0.214
H -0.485 -3.075 0.609 0.235
H 2.001 -2.334 -0.175 0.218
H 1.763 -1.049 -2.552 0.214
H -1.812 1.224 -1.683 0.221
H 2.089 1.539 -0.469 0.355
H -1.755 2.283 -0.149 0.221
H -0.111 2.942 -3.029 0.176
H 1.657 2.813 -2.485 0.168
F 0.945 -1.824 2.743 -0.318
C 0.192 -0.852 3.343 0.317
C -0.392 0.146 2.590 -0.535
C -1.012 1.202 3.230 0.340
F -1.463 2.278 2.520 -0.309
C -1.193 1.185 4.616 0.256
F -1.840 2.196 5.233 -0.305
C -0.702 0.107 5.362 0.250
F -0.897 0.068 6.701 -0.305
C 0.010 -0.914 4.724 0.295
F 0.495 -1.953 5.434 -0.314
```

Summary:
max |F| = 3.58 eV Å⁻¹
DFT total energy = -34929.3615 eV
total charge = -1
HOMO = -3.01 eV
ΔE to the lowest compared entry with this formula, charge and spin = 0.0 kcal/mol
frontier orbital gap = 5.59 eV


(2)
A 6-piece molecular cluster, C22H38N2O8 overall at a distorted geometry, computed with the ωB97M-V functional and the def2-TZVPD basis.

```
70
Properties=species:S:1:pos:R:3:nbo_charge:R:1
C -1.356 2.683 -1.481 -0.503
N -1.899 3.409 -0.314 0.542
O -2.482 4.455 -0.500 -0.370
O -1.817 2.870 0.771 -0.384
H -1.232 1.641 -1.207 0.257
H -0.423 3.209 -1.704 0.239
H -1.944 2.824 -2.382 0.236
C -0.215 0.270 1.708 -0.510
N -1.044 -0.467 2.677 0.539
O -2.216 -0.622 2.426 -0.378
O -0.498 -0.904 3.679 -0.412
H -0.678 1.241 1.550 0.256
H -0.298 -0.275 0.770 0.233
H 0.773 0.380 2.133 0.252
C -0.343 -4.009 2.281 -0.224
C 0.200 -4.681 1.190 -0.212
C -0.640 -5.068 0.150 -0.230
C -1.996 -4.799 0.235 -0.221
C -2.540 -4.264 1.399 -0.205
C -1.708 -3.798 2.407 -0.212
H 0.292 -3.602 3.059 0.218
H 1.264 -4.871 1.202 0.212
H -0.231 -5.521 -0.746 0.211
H -2.697 -5.107 -0.531 0.212
H -3.607 -4.074 1.419 0.214
H -2.103 -3.268 3.261 0.232
C 1.859 0.896 -0.860 -0.183
C 1.530 0.682 -2.213 -0.171
C 2.416 -0.014 -2.999 -0.246
C 3.633 -0.477 -2.479 -0.220
C 3.988 -0.198 -1.186 -0.204
C 3.076 0.479 -0.361 -0.249
H 1.203 1.452 -0.200 0.210
H 0.611 1.168 -2.509 0.190
H 2.163 -0.273 -4.021 0.210
H 4.320 -0.992 -3.140 0.213
H 4.900 -0.521 -0.700 0.212
H 3.318 0.662 0.678 0.231
C -0.503 -1.888 -1.215 -0.257
O -1.301 -0.875 -1.811 -0.558
C -1.437 -1.025 -3.200 -0.069
C -2.301 0.062 -3.806 -0.078
O -3.600 -0.138 -3.323 -0.528
C -4.574 0.537 -4.096 -0.242
H 0.556 -1.628 -1.299 0.178
H -0.678 -2.887 -1.610 0.182
H -0.732 -1.879 -0.151 0.195
H -1.869 -2.001 -3.456 0.175
H -0.442 -1.047 -3.675 0.163
H -2.275 -0.175 -4.882 0.164
H -1.865 1.060 -3.722 0.158
H -4.316 1.596 -4.180 0.162
H -5.548 0.392 -3.646 0.200
H -4.564 0.127 -5.111 0.162
C 0.142 3.844 2.096 -0.273
O 1.061 3.054 1.377 -0.549
C 2.356 3.224 1.860 -0.082
C 2.711 2.466 3.144 -0.095
O 2.662 1.079 2.858 -0.556
C 2.949 0.332 4.019 -0.254
H 0.506 4.872 2.175 0.163
H -0.079 3.486 3.105 0.166
H -0.803 3.881 1.556 0.223
H 2.611 4.282 2.011 0.171
H 3.091 2.928 1.106 0.196
H 1.920 2.667 3.876 0.172
H 3.680 2.819 3.503 0.179
H 3.958 0.540 4.392 0.167
H 2.894 -0.742 3.837 0.200
H 2.210 0.523 4.806 0.177
```

Summary:
max |F| = 1.82 eV Å⁻¹
DFT total energy = -42781.6947 eV
total charge = 0
HOMO = -9.15 eV
SMILES = C[N+](=O)[O-].C[N+](=O)[O-].c1ccccc1.c1ccccc1.COCCOC.COCCOC
ΔE to the lowest compared entry with this formula, charge and spin = 268.4 kcal/mol
frontier orbital gap = 9.27 eV


(3)
One molecule with the formula C4H7NO3 at a distorted geometry, computed with the ωB97M-V functional and the def2-TZVPD basis.

```
15
Properties=species:S:1:pos:R:3:nbo_charge:R:1
N 2.496 -0.371 -0.101 -0.843
C 1.082 -0.650 -0.039 0.684
O 0.600 -1.745 0.098 -0.610
C -0.038 0.361 -0.117 0.093
O 0.235 1.723 -0.677 -0.745
C -1.080 0.556 0.920 -0.452
C -1.424 -0.086 -0.458 0.083
O -1.786 -1.582 -0.617 -0.699
H 3.119 -1.237 -0.249 0.428
H 2.450 0.482 -0.670 0.415
H -0.007 2.511 -0.052 0.484
H -1.440 1.550 1.134 0.222
H -1.108 -0.200 1.865 0.236
H -2.085 0.607 -0.907 0.216
H -1.014 -1.918 -0.130 0.487
```

Summary:
max |F| = 5.21 eV Å⁻¹
DFT total energy = -11891.2687 eV
total charge = 0
HOMO = -9.51 eV
SMILES = NC(=O)[C@]1(O)C[C@@H]1O
ΔE to the lowest compared entry with this formula, charge and spin = 92.4 kcal/mol
frontier orbital gap = 10.15 eV


(4)
C2H3N3O as an isolated structure at a distorted geometry, computed with the ωB97M-V functional and the def2-TZVPD basis.

```
9
Properties=species:S:1:pos:R:3:nbo_charge:R:1
O 1.117 0.562 -1.787 -0.641
C 0.495 0.256 -0.652 0.463
N 0.826 0.632 0.533 -0.420
N -1.208 -0.315 1.905 -0.390
N -0.740 -0.393 0.775 0.129
C -0.682 -0.579 -0.532 -0.228
H 1.876 1.099 -1.506 0.494
H -0.366 -0.123 2.470 0.366
H -1.318 -1.139 -1.205 0.227
```

Summary:
max |F| = 3.61 eV Å⁻¹
DFT total energy = -8634.9313 eV
total charge = 0
HOMO (spin up / spin down) = -8.65 / -8.65 eV
ΔE to the lowest compared entry with this formula, charge and spin = 128.3 kcal/mol
frontier orbital gap (spin up / spin down) = 8.40 / 8.40 eV


(5)
C22H29N7O3SSn as an isolated structure at a distorted geometry, computed with the ωB97M-V functional and the def2-TZVPD basis.

```
63
Properties=species:S:1:pos:R:3:nbo_charge:R:1
Sn 1.489 1.189 -0.301 1.456
O 2.932 -0.006 0.998 -0.854
C 2.641 -1.050 1.712 0.375
C 3.553 -2.133 1.769 -0.261
C 3.291 -3.269 2.498 -0.189
C 2.109 -3.377 3.240 -0.293
C 1.224 -2.325 3.238 -0.161
C 1.446 -1.164 2.476 -0.245
C 0.470 -0.111 2.563 0.159
N 0.279 0.840 1.717 -0.414
N -0.708 1.722 2.097 -0.411
C -0.807 2.807 1.400 0.548
O -0.014 3.123 0.405 -0.828
C -1.891 3.750 1.769 -0.037
C -2.919 3.369 2.629 -0.183
C -3.956 4.243 2.903 -0.223
C -3.973 5.510 2.333 -0.201
C -2.936 5.906 1.503 -0.220
C -1.900 5.030 1.224 -0.189
H 4.473 -2.023 1.209 0.213
H 4.011 -4.078 2.505 0.211
H 1.904 -4.264 3.823 0.214
H 0.308 -2.393 3.817 0.208
H -0.173 -0.102 3.444 0.195
H -2.894 2.379 3.063 0.229
H -4.759 3.936 3.560 0.210
H -4.792 6.185 2.544 0.210
H -2.938 6.898 1.068 0.211
H -1.087 5.328 0.576 0.221
N -0.931 -2.601 0.680 -0.862
C -1.053 -3.550 -0.424 -0.044
C -2.166 -3.129 -1.397 -0.420
C -1.836 -1.827 -2.152 -0.047
N -1.804 -0.632 -1.314 -0.866
C -0.506 -1.988 -2.900 -0.409
C 0.676 -2.474 -2.049 -0.044
N 1.317 -1.372 -1.289 -0.877
C 0.272 -3.671 -1.175 -0.415
H -1.774 -2.601 1.243 0.362
H -1.171 -0.806 -0.540 0.396
H -0.153 -2.843 1.282 0.378
H -1.298 -4.558 -0.055 0.170
H -3.106 -3.003 -0.850 0.204
H -2.310 -3.935 -2.123 0.207
H -2.614 -1.661 -2.903 0.196
H -2.716 -0.442 -0.911 0.369
H -0.932 1.010 -1.997 0.425
H -0.247 -1.028 -3.352 0.223
H -0.654 -2.715 -3.703 0.208
H 1.422 -2.867 -2.752 0.182
H 1.943 -0.893 -1.934 0.392
H 1.907 -1.770 -0.562 0.387
H 1.071 -3.884 -0.456 0.211
H 0.188 -4.534 -1.839 0.216
C 4.590 2.609 -4.173 -0.723
C 3.688 1.751 -3.432 0.348
N 2.977 1.067 -2.847 -0.383
H 4.762 3.530 -3.617 0.262
H 4.161 2.851 -5.144 0.261
H 5.542 2.101 -4.318 0.259
O -2.370 2.982 -1.219 -0.911
S -0.960 3.129 -1.532 1.603
N -0.299 1.832 -2.029 -1.206
```

Summary:
max |F| = 1.20 eV Å⁻¹
DFT total energy = -56524.2221 eV
total charge = 0
HOMO = -7.48 eV
frontier orbital gap = 7.68 eV


(6)
A 10-piece molecular cluster, C32H65B2ClF2IN5O41PS9 overall at a distorted geometry, computed with the ωB97M-V functional and the def2-TZVPD basis.

```
159
Properties=species:S:1:pos:R:3:mulliken_charge:R:1
C 4.867 -4.458 -0.409 -0.134
C 5.363 -5.047 -1.890 -0.365
O 4.393 -4.771 -2.974 -0.416
C 4.793 -3.445 -3.553 -0.213
C 3.505 -2.795 -4.371 -0.891
C 2.351 -2.153 -3.353 -1.188
N 0.945 -2.232 -3.904 0.894
B 0.121 -2.952 -2.864 0.227
O -0.091 -4.424 -3.106 -0.666
N -0.501 -2.398 -1.605 0.206
C 0.087 -3.257 -0.473 -0.621
C -1.994 -2.624 -1.520 -0.704
C 0.383 -0.943 -4.396 -0.842
I 1.508 -0.363 -6.251 0.184
C -1.148 -1.034 -5.051 0.445
O -1.690 -2.158 -5.573 -0.556
N -2.043 0.208 -5.263 0.038
C -3.347 0.091 -4.516 0.385
O -3.660 -0.779 -3.557 -0.342
F -4.403 1.114 -4.862 -0.253
C 0.577 0.350 -3.382 0.034
F -0.696 0.712 -2.648 -0.505
N 1.597 0.171 -2.294 0.231
P 2.137 1.725 -1.518 0.280
C 1.162 3.226 -2.164 -0.980
C 1.614 1.619 0.357 -0.290
C 2.766 -0.754 -2.629 0.611
Cl 3.441 -1.204 -0.910 -0.096
B 3.988 0.107 -3.296 0.997
N 5.427 -0.199 -2.811 -0.658
O 3.892 1.203 -4.278 -0.634
H 3.706 -4.339 -0.328 0.035
H 5.311 -3.350 -0.371 0.020
H 5.366 -5.060 0.461 0.128
H 6.417 -4.547 -2.145 0.259
H 5.555 -6.204 -1.740 0.334
H 5.150 -2.808 -2.640 0.210
H 5.697 -3.622 -4.312 0.234
H 3.797 -2.112 -5.266 0.253
H 2.959 -3.740 -4.859 0.299
H 2.355 -2.965 -2.471 0.238
H -0.027 -4.612 -4.093 0.322
H -0.212 -2.772 0.554 0.274
H -0.330 -4.372 -0.498 0.374
H 1.267 -3.367 -0.582 -0.122
H -2.475 -3.027 -2.534 0.143
H -2.477 -1.544 -1.358 0.147
H -2.311 -3.253 -0.584 0.400
H -2.271 0.147 -6.299 0.382
H 0.773 1.278 -4.101 0.447
H 1.093 -0.319 -1.493 0.157
H 0.018 3.226 -1.893 0.299
H 1.265 3.267 -3.349 0.342
H 1.726 4.198 -1.777 0.414
H 2.399 2.135 1.057 0.272
H 1.570 0.468 0.623 -0.062
H 0.506 2.020 0.527 0.375
H 6.009 -0.066 -3.675 0.203
H 5.635 0.594 -2.148 0.265
H 4.253 2.028 -3.816 0.314
C 5.627 2.431 3.439 -0.391
C 5.445 2.140 4.926 -0.135
O 4.132 2.600 5.238 -0.268
S 3.177 2.407 3.930 1.044
O 2.442 1.172 4.087 -0.413
O 2.541 3.670 3.637 -0.570
O 4.363 2.157 2.838 -0.244
H 5.863 3.487 3.270 0.290
H 6.406 1.810 2.989 0.349
H 6.189 2.647 5.544 0.136
H 5.481 1.063 5.124 0.257
C -0.155 -2.087 4.635 -0.318
C 1.227 -2.189 3.995 0.111
O 1.698 -3.492 4.330 -0.309
S 0.426 -4.508 4.423 1.101
O 0.318 -5.213 3.165 -0.522
O 0.471 -5.181 5.700 -0.538
O -0.746 -3.375 4.474 -0.314
H -0.078 -1.879 5.707 0.350
H -0.774 -1.321 4.160 0.236
H 1.914 -1.424 4.363 0.251
H 1.162 -2.124 2.904 -0.037
C -7.827 -0.592 -3.042 -0.297
C -6.523 -1.139 -2.467 0.038
O -6.826 -1.487 -1.119 -0.266
S -8.381 -1.972 -1.033 1.064
O -8.406 -3.417 -1.082 -0.563
O -9.042 -1.207 -0.001 -0.491
O -8.859 -1.406 -2.485 -0.336
H -7.997 0.440 -2.720 0.336
H -7.850 -0.641 -4.134 0.289
H -5.713 -0.407 -2.504 0.071
H -6.213 -2.050 -2.990 0.176
C -3.687 3.485 1.277 -0.141
C -4.312 2.330 2.054 -0.494
O -3.230 1.446 2.342 -0.300
S -1.867 2.321 2.532 0.785
O -1.660 2.532 3.948 -0.620
O -0.851 1.780 1.660 -0.388
O -2.418 3.713 1.887 -0.240
H -3.518 3.210 0.231 0.218
H -4.299 4.390 1.320 0.327
H -5.088 1.815 1.484 0.349
H -4.728 2.675 3.006 0.306
C -5.574 1.263 -9.362 -0.374
C -4.684 0.555 -8.343 -0.204
O -3.456 0.311 -9.026 -0.290
S -3.199 1.512 -10.099 1.104
O -2.308 2.475 -9.493 -0.550
O -2.957 0.922 -11.395 -0.520
O -4.706 2.134 -10.085 -0.314
H -6.007 0.549 -10.070 0.310
H -6.375 1.833 -8.884 0.308
H -5.121 -0.382 -7.989 0.367
H -4.471 1.204 -7.487 0.169
C 6.925 -6.703 3.222 -0.330
C 7.722 -6.068 4.359 -0.368
O 9.004 -5.785 3.804 -0.297
S 8.830 -5.432 2.221 1.079
O 8.799 -3.993 2.081 -0.536
O 9.723 -6.278 1.464 -0.524
O 7.309 -5.993 2.046 -0.257
H 7.198 -7.755 3.089 0.291
H 5.846 -6.624 3.380 0.321
H 7.813 -6.730 5.224 0.315
H 7.273 -5.120 4.673 0.292
C -11.359 -0.630 2.868 -0.245
C -10.720 -1.963 3.251 -0.238
O -10.630 -1.939 4.673 -0.326
S -11.884 -1.082 5.269 1.081
O -12.919 -2.012 5.663 -0.529
O -11.364 -0.064 6.151 -0.527
O -12.340 -0.376 3.872 -0.327
H -10.624 0.181 2.896 0.289
H -11.824 -0.664 1.880 0.285
H -9.731 -2.094 2.804 0.220
H -11.362 -2.803 2.967 0.314
C -3.761 8.824 -0.689 -0.386
C -2.347 8.345 -1.004 -0.313
O -2.110 7.264 -0.105 -0.318
S -3.519 6.494 0.181 1.271
O -3.589 5.342 -0.691 -0.554
O -3.715 6.413 1.609 -0.583
O -4.512 7.642 -0.415 -0.321
H -3.774 9.451 0.208 0.305
H -4.206 9.373 -1.523 0.315
H -1.600 9.131 -0.867 0.315
H -2.281 7.955 -2.025 0.284
C 7.229 5.703 8.724 -0.307
C 8.611 5.601 8.083 -0.326
O 9.082 4.298 8.418 -0.308
S 7.810 3.282 8.512 1.107
O 7.702 2.578 7.253 -0.549
O 7.855 2.609 9.789 -0.540
O 6.638 4.415 8.562 -0.296
H 7.306 5.911 9.796 0.280
H 6.610 6.469 8.249 0.317
H 9.298 6.366 8.452 0.317
H 8.545 5.666 6.992 0.272
```

Summary:
max |F| = 9.67 eV Å⁻¹
DFT total energy = -259830.9281 eV
total charge = +1
HOMO = -11.80 eV
frontier orbital gap = 7.66 eV


(7)
An isolated ion of composition C10H16Cl2NO and charge +1 at a distorted geometry, computed with the ωB97M-V functional and the def2-TZVPD basis.

```
30
Properties=species:S:1:pos:R:3:nbo_charge:R:1
C 3.741 -1.035 0.054 -0.593
C 2.308 -0.548 -0.237 -0.418
C 1.298 -1.101 0.782 -0.410
C -0.168 -0.650 0.412 -0.063
O -0.466 0.768 0.685 -0.536
C -0.080 1.630 -0.313 0.339
Cl 1.001 2.922 0.240 0.028
C -0.430 1.585 -1.623 -0.383
C -1.472 0.787 -2.241 -0.108
C -2.484 0.070 -1.728 -0.288
C -3.031 0.164 -0.427 -0.015
Cl -4.101 -1.075 0.105 0.028
C -2.917 1.148 0.465 -0.103
N -3.584 1.345 1.745 -0.707
H 4.061 -0.279 0.712 0.204
H 3.614 -2.071 0.459 0.208
H 4.479 -1.014 -0.859 0.222
H 2.430 0.441 -0.450 0.211
H 2.108 -1.062 -1.146 0.189
H 1.170 -2.110 0.917 0.220
H 1.722 -0.644 1.678 0.214
H -0.191 -1.023 -0.543 0.202
H -0.814 -1.113 1.115 0.188
H 0.028 2.242 -2.408 0.267
H -1.294 0.682 -3.387 0.243
H -2.973 -0.497 -2.344 0.230
H -2.300 2.010 0.197 0.236
H -2.921 0.930 2.462 0.477
H -4.372 0.636 1.705 0.455
H -3.951 2.261 1.704 0.463
```

Summary:
max |F| = 5.51 eV Å⁻¹
DFT total energy = -39201.0481 eV
total charge = +1
HOMO = -12.21 eV
SMILES = CCCCO\C(Cl)=C/C=C\C(Cl)=C\[NH3+]
ΔE to the lowest compared entry with this formula, charge and spin = 11.7 kcal/mol
frontier orbital gap = 8.33 eV


(8)
A 9-piece molecular cluster, C4H30N2O8 overall at a distorted geometry, computed with the ωB97M-V functional and the def2-TZVPD basis.

```
44
Properties=species:S:1:pos:R:3:nbo_charge:R:1
C -2.060 1.344 -1.713 -0.640
C -1.322 0.590 -0.613 -0.065
C -0.158 1.400 0.003 -0.461
C -0.639 2.269 1.179 -0.216
N -0.747 1.364 2.375 -0.673
N -0.812 -0.728 -1.064 -0.708
H -2.330 2.272 -1.268 0.247
H -1.497 1.582 -2.602 0.252
H -3.052 0.891 -1.941 0.231
H -2.130 0.412 0.096 0.229
H 0.208 1.975 -0.845 0.253
H 0.593 0.760 0.380 0.252
H -0.047 3.103 1.505 0.238
H -1.572 2.532 0.784 0.237
H -1.448 1.680 3.026 0.457
H -0.974 0.390 2.081 0.467
H 0.129 1.299 2.800 0.437
H -0.810 -1.433 -0.259 0.482
H 0.160 -0.739 -1.500 0.472
H -1.444 -1.075 -1.777 0.443
H -0.685 4.583 -2.109 0.478
H -1.676 4.512 -3.282 0.497
O -1.343 4.021 -2.508 -0.970
H 1.764 -1.168 1.709 0.507
H 2.295 0.057 2.238 0.484
O 1.480 -0.279 1.915 -0.983
H 4.173 -2.916 0.616 0.492
H 3.436 -3.659 1.710 0.479
O 3.349 -3.417 0.816 -0.958
H -1.145 -2.197 1.846 0.492
H -2.505 -1.925 2.279 0.499
O -1.836 -1.552 1.743 -0.971
H 4.925 -3.034 -1.712 0.491
H 3.845 -3.866 -2.419 0.499
O 3.936 -3.114 -1.852 -0.968
H 0.691 -3.492 1.292 0.497
H 1.554 -2.864 0.189 0.534
O 0.713 -2.701 0.697 -1.026
H 2.881 -0.166 -3.217 0.478
H 3.117 -1.546 -2.519 0.508
O 2.390 -0.925 -2.927 -1.001
H -4.182 1.208 1.572 0.500
H -3.732 2.682 1.467 0.488
O -3.496 1.869 1.810 -0.977
```

Summary:
max |F| = 3.79 eV Å⁻¹
DFT total energy = -23981.1063 eV
total charge = +2
HOMO = -16.37 eV
ΔE to the lowest compared entry with this formula, charge and spin = 0.0 kcal/mol
frontier orbital gap = 11.02 eV


The lowest total charge belongs to which entry?
C14H10F5InN


Which of these has the lowest DFT total energy?
C32H65B2ClF2IN5O41PS9


Which of these has the lowest DFT total energy?
C32H65B2ClF2IN5O41PS9


What is the formula in the sixth record?
C32H65B2ClF2IN5O41PS9